3 unconnected molecules or ions with the total composition C24H53Br3FN3O9P2S4 at a distorted geometry, computed with the ωB97M-V functional and the def2-TZVPD basis.

Geometry (Å):
C: 1.15278 -3.43734 2.90177
C: 0.02634 -2.73789 3.01858
C: -0.05972 -1.24487 2.79515
O: 1.30228 -0.82020 2.55668
C: 2.19412 -0.23238 3.43945
Br: 2.46364 -1.28335 5.16404
C: 3.59077 -0.33035 2.80741
C: 3.69000 -0.16981 1.28960
C: 5.17622 0.01025 0.87491
C: 5.50457 1.42162 0.33604
C: 5.71888 1.49571 -1.18592
N: 4.54745 2.08680 -1.85305
C: 1.81986 1.21014 3.88533
P: 2.52340 2.75609 3.22348
O: 1.82823 3.81899 3.95322
O: 4.09533 2.78345 3.49321
O: 2.37161 2.93397 1.64700
P: -0.91032 -0.67985 4.45205
S: -1.84215 -2.02787 5.49643
C: -0.92058 -0.84173 1.48634
C: -2.43017 -1.02213 1.82888
C: -3.49668 -0.99465 0.71228
O: -4.41074 -2.08391 0.85420
C: -4.34304 0.29713 0.74609
N: -4.78804 0.66648 -0.60578
C: -0.71571 0.70615 1.46226
S: -1.25838 1.79652 0.15063
O: -0.19408 2.74430 -0.01944
O: -1.79631 1.08620 -0.96940
N: -0.46362 -1.46093 0.22383
C: 0.86417 -0.99711 -0.22756
C: 0.97357 -0.32521 -1.60069
F: 1.49522 0.95177 -1.44199
C: -0.53236 -2.90550 -0.06419
Br: 0.12034 -3.21025 -1.95307
C: -1.76322 -3.83123 -0.10077
C: -2.85134 -3.54131 -1.14503
Br: -2.49483 -4.45266 1.61507
H: 1.91115 -3.17061 2.17446
H: 1.32593 -4.27925 3.55994
H: -0.86683 -3.27071 3.30014
H: 4.27259 0.32455 3.34742
H: 3.94606 -1.34143 3.01219
H: 3.14338 0.68777 0.90080
H: 3.32703 -1.08718 0.82960
H: 5.78984 -0.13956 1.76643
H: 5.46208 -0.75568 0.15417
H: 4.70847 2.12715 0.58372
H: 6.42828 1.74705 0.82154
H: 6.58985 2.11128 -1.40861
H: 5.93396 0.48984 -1.56628
H: 3.92027 1.33656 -2.11618
H: 4.82517 2.57453 -2.69692
H: 1.96916 1.30526 4.95890
H: 0.75374 1.37638 3.73206
H: 4.58881 2.80982 2.65962
H: 1.83383 2.29333 1.16367
H: 0.06076 -0.04467 5.21441
H: -1.77892 0.37300 4.13187
H: -2.70997 -0.17176 2.45043
H: -2.58716 -1.87425 2.48966
H: -3.10330 -1.05128 -0.29588
H: -4.64548 -2.15435 1.78656
H: -3.83162 1.11424 1.27156
H: -5.24356 0.09490 1.33151
H: -5.77030 0.92008 -0.55419
H: -4.31304 1.51941 -0.87672
H: 0.32986 0.97105 1.56517
H: -1.17534 1.12995 2.35602
H: -2.26023 2.47647 0.75901
H: 1.26443 -0.25479 0.44757
H: 1.60155 -1.79883 -0.14096
H: 0.03750 -0.32916 -2.15369
H: 1.69359 -0.87917 -2.20762
H: 0.25019 -3.45054 0.45830
H: -1.30881 -4.76754 -0.40470
H: -2.73824 -4.25048 -1.96518
H: -2.76030 -2.54767 -1.57514
H: -3.84072 -3.69568 -0.73214
C: 3.37038 3.79544 -6.74188
S: 4.28180 2.81801 -5.54453
O: 5.14143 3.75030 -4.76851
C: 5.34323 1.99194 -6.73519
H: 2.67428 4.42368 -6.19069
H: 4.06543 4.41623 -7.30697
H: 2.82004 3.12891 -7.40545
H: 5.90375 2.73735 -7.29908
H: 4.73280 1.38293 -7.40174
H: 6.02797 1.35518 -6.17937
C: -9.81568 0.32479 -2.59536
S: -8.91463 -0.35699 -1.20057
O: -8.03007 0.72602 -0.69367
C: -7.86546 -1.45874 -2.15171
H: -10.49703 1.07988 -2.20964
H: -9.11224 0.77951 -3.29248
H: -10.38281 -0.46927 -3.08081
H: -7.29542 -0.87744 -2.87602
H: -8.48317 -2.20534 -2.65112
H: -7.18569 -1.94551 -1.45475

Summary:
- total energy (eV) = -323404.7494
- strongest force on any atom (eV Å⁻¹) = 1.62
- charge = 0
- lowest unoccupied orbital energy (eV) = 0.09

These are the Mulliken partial charges, in e, on atoms 1 to 4: C -1.555; C -0.287; C 0.338; O 0.812